This record from OMol25 describes C4H11F6HfO18S4 as an isolated structure at a distorted geometry. The level of theory is ωB97M-V/def2-TZVPD.

The geometry in XYZ format:
```
44
Properties=species:S:1:pos:R:3:forces:R:3:lowdin_charge:R:1
Hf -0.28143 -19.61806 1.63608 1.039 -0.437 3.675 1.98
C -2.34811 -19.98563 -2.71615 -0.288 -0.713 1.694 -0.11
C -0.91421 -19.74108 -2.13731 0.848 0.104 0.966 -0.40
O -0.63004 -19.91419 -0.73213 -0.984 0.573 -0.285 -0.40
H -2.49173 -20.11276 -3.78914 0.671 0.250 -0.196 0.05
H -3.08368 -19.25880 -2.37153 0.217 0.573 -0.039 0.05
H -2.77541 -20.88277 -2.26821 0.247 -0.433 0.043 0.06
H -0.61314 -18.76721 -2.52335 -0.153 1.021 0.442 0.07
H -0.16046 -20.29786 -2.69404 -0.178 -1.012 -0.164 0.08
S -0.93400 -17.40117 4.57618 -0.918 -0.366 6.950 0.11
O -0.60171 -18.04017 3.29266 0.827 -1.160 -5.001 -0.47
O -1.34030 -18.37354 5.53432 -5.646 -4.338 -0.253 -0.38
O 0.13758 -17.00733 5.43936 6.043 4.842 -1.585 -0.40
O -1.89011 -16.30805 4.43793 -1.072 1.224 -2.432 -0.43
S 0.89709 -20.57000 4.24338 4.149 -0.353 6.962 0.22
O 1.61986 -21.84402 4.43911 0.111 0.276 -0.736 -0.39
O 0.74175 -19.89256 5.53818 0.475 -1.095 -1.901 -0.32
O 1.49952 -19.69379 3.22989 1.249 2.027 -3.062 -0.42
O -0.31608 -20.86152 3.55687 -6.426 -0.909 -3.824 -0.43
C -5.06902 -19.39823 2.32716 2.305 -1.513 1.941 -0.66
F -5.32542 -19.42721 1.05758 -0.957 -0.028 -2.020 0.14
F -4.58899 -18.20353 2.62369 -0.499 0.572 0.328 0.14
F -6.21133 -19.64573 3.02563 0.684 0.273 -0.467 0.10
S -3.62878 -20.66486 2.73838 -0.456 -1.846 2.214 0.58
O -4.08834 -21.99607 2.25318 0.682 2.353 -0.623 -0.36
O -2.46200 -20.03791 2.05878 -0.871 -0.412 -0.721 -0.44
O -3.51799 -20.64894 4.17883 -0.437 0.531 -1.167 -0.27
C 3.61179 -20.46895 -1.34301 -0.706 1.296 1.940 -0.67
F 4.90874 -20.30610 -1.60006 0.492 0.725 0.114 0.11
F 2.89125 -19.40049 -1.78056 0.728 0.163 0.100 0.08
F 3.24225 -21.45885 -2.07926 -0.962 -2.111 -0.910 0.15
S 3.29247 -20.68204 0.56133 -0.941 -3.207 3.451 0.54
O 4.22730 -19.84696 1.25610 0.273 1.288 -1.226 -0.30
O 1.86591 -20.34512 0.79377 0.790 -0.258 -1.859 -0.44
O 3.55497 -22.10613 0.91810 -0.508 1.820 -2.204 -0.35
O -1.57018 -17.81160 0.91876 -0.170 0.483 -0.767 -0.11
H -1.85139 -17.10394 1.49874 0.181 0.029 1.283 0.08
H -2.02669 -17.64220 0.09466 0.053 -0.655 -0.435 0.08
O 1.15450 -17.79873 1.00759 0.058 -0.047 -0.248 -0.07
H 1.38751 -17.09832 1.61698 -0.115 -0.109 0.957 0.09
H 1.12309 -17.37150 0.15159 -0.193 -0.293 -0.393 0.07
O -0.66424 -22.04602 1.36687 0.043 0.205 -1.008 -0.08
H -0.23926 -22.56477 0.68384 0.259 0.233 -0.443 0.07
H -0.82011 -22.66735 2.07811 0.056 0.432 0.908 0.08
```
Forces are in eV/Å.

The gap between HOMO and LUMO is 2.90 eV. As for the net charge: -3. The LUMO energy comes out at 5.81 eV.